Formula: C23H44B2O12S4Si2
Source: OMol25
Level of theory: ωB97M-V with the def2-TZVPD basis set

Last column: Löwdin charge in e.
CARTESIAN COORDINATES (ANGSTROEM)
C -0.136 3.308 0.227  -0.19
C 0.209 4.419 1.394  -0.51
S -0.149 3.782 3.142  0.71
C -1.806 2.832 3.158  -0.55
Si -1.909 1.547 4.593  0.50
O -0.682 1.982 5.768  -0.18
C 0.121 0.833 6.209  -0.29
O -0.332 -0.332 6.675  -0.01
C 1.775 1.029 6.182  -0.05
C 2.766 0.766 7.468  0.00
C 4.391 1.067 7.254  -0.07
C 5.034 1.600 5.816  -0.07
C 4.027 1.819 4.541  -0.06
C 2.428 1.524 4.760  -0.01
O -1.909 -0.134 4.088  -0.36
Si -0.810 -0.438 2.751  0.67
B -1.730 -1.235 1.222  -0.41
C -1.152 -1.153 -0.343  -0.06
O -3.015 -1.986 1.387  -0.05
B 0.419 -1.840 3.385  -0.51
O 1.807 -1.999 2.906  0.00
O -0.140 -2.771 4.403  -0.01
H 0.785 3.121 -0.506  0.06
H -1.069 3.684 -0.374  0.07
H -0.357 2.269 0.729  0.05
H -0.395 5.392 1.136  0.07
H 1.357 4.686 1.274  0.09
H -2.619 3.672 3.402  0.06
H -2.097 2.410 2.103  0.06
H -3.217 1.775 5.257  0.02
H 2.344 0.384 8.491  0.09
H 5.184 0.933 8.132  0.08
H 6.179 1.820 5.643  0.08
H 4.377 2.208 3.468  0.09
H 1.712 1.677 3.840  0.05
H -0.045 0.735 2.346  -0.01
H 0.026 -1.158 -0.343  0.06
H -1.618 -0.260 -0.945  0.07
H -1.495 -2.155 -0.883  0.05
H -2.808 -2.958 1.156  0.09
H 1.952 -3.011 2.909  0.12
H 0.434 -2.712 5.242  0.12
C -2.762 1.926 -5.660  -0.23
C -3.704 2.411 -4.559  -0.22
C -3.193 1.844 -3.236  -0.22
S -1.431 1.628 -3.432  0.66
O -1.131 0.213 -3.379  -0.33
O -0.738 2.599 -2.609  -0.33
C -1.355 2.158 -5.131  -0.24
H -2.931 2.457 -6.602  0.12
H -2.924 0.856 -5.840  0.12
H -3.687 3.507 -4.522  0.12
H -4.738 2.105 -4.747  0.12
H -3.386 2.526 -2.405  0.11
H -3.633 0.865 -3.024  0.11
H -0.595 1.587 -5.667  0.11
H -1.102 3.223 -5.139  0.11
C 4.827 1.284 -2.919  -0.23
C 5.127 0.015 -2.123  -0.22
C 4.205 0.009 -0.905  -0.22
S 2.748 0.928 -1.377  0.67
O 2.684 2.133 -0.576  -0.33
O 1.627 0.017 -1.497  -0.33
C 3.310 1.365 -3.010  -0.23
H 5.288 1.261 -3.911  0.12
H 5.218 2.158 -2.384  0.12
H 4.921 -0.864 -2.747  0.12
H 6.178 -0.035 -1.823  0.12
H 3.918 -1.007 -0.623  0.11
H 4.665 0.516 -0.053  0.11
H 2.948 2.360 -3.277  0.11
H 2.917 0.621 -3.710  0.11
C -1.619 -5.104 -3.453  -0.22
C -2.500 -6.347 -3.338  -0.22
C -3.395 -6.163 -2.114  -0.23
S -3.607 -4.401 -1.909  0.69
O -2.975 -4.002 -0.669  -0.33
O -4.974 -4.045 -2.233  -0.32
C -2.552 -3.917 -3.262  -0.23
H -1.103 -5.058 -4.417  0.12
H -0.859 -5.115 -2.662  0.12
H -3.120 -6.438 -4.238  0.12
H -1.902 -7.260 -3.258  0.12
H -4.371 -6.633 -2.256  0.11
H -2.921 -6.555 -1.210  0.11
H -2.027 -2.993 -3.014  0.10
H -3.184 -3.768 -4.142  0.11

E	-4026.879306	a.u.
LUMO energy	0.00	eV
gap between HOMO and LUMO	8.1	eV